This record from the OMol25 dataset describes C42H35N9O2STa as an isolated structure. The level of theory is wB97M-V/def2-TZVPD.

XYZ file:
```
90
Properties=species:S:1:pos:R:3
Ta 0.0000 0.0000 0.0000
C -3.6688 2.6579 0.5789
C -2.8355 1.8544 -0.1446
N -1.6781 1.3739 0.3377
C -1.2085 1.6213 1.6540
C -2.0433 2.5170 2.3883
C -3.2560 2.9946 1.8544
C -1.7132 2.9999 3.6619
C -0.5129 2.6762 4.2582
C 0.3349 1.7887 3.6207
C 0.0128 1.1364 2.4018
N 0.9542 0.1862 1.9853
C 0.9296 -1.0428 2.5828
C 1.1262 -1.2670 3.9630
C 1.2092 -2.5475 4.5136
C 1.1060 -3.6580 3.6917
C 0.9216 -3.4793 2.3166
C 0.8295 -4.5838 1.4565
C 0.6566 -4.3820 0.0950
C 0.5889 -3.0792 -0.3533
N 0.6843 -2.0003 0.4463
C 0.8382 -2.1753 1.7640
H -4.5977 3.0246 0.1653
H -3.0657 1.5525 -1.1597
H -3.8905 3.6545 2.4401
H -2.3768 3.6801 4.1875
H -0.2332 3.1006 5.2155
H 1.2949 1.5795 4.0883
H 1.2498 -0.4312 4.6403
H 1.3708 -2.6627 5.5800
H 1.1815 -4.6500 4.1212
H 0.8939 -5.5942 1.8451
H 0.5781 -5.2113 -0.5947
H 0.4520 -2.8464 -1.4038
O -2.8543 -0.7993 1.3311
S -3.1129 -0.8281 -0.1092
O -4.2752 -0.0366 -0.5224
N -1.8100 -0.6525 -1.0151
C -1.7802 -0.6695 -2.3708
C -2.8601 -0.9595 -3.2269
C -2.7132 -0.9678 -4.6151
C -1.4792 -0.6775 -5.1817
C -0.3930 -0.3701 -4.3528
C 0.8698 -0.0577 -4.8748
C 1.9134 0.2492 -4.0111
C 1.6546 0.2315 -2.6531
N 0.4552 -0.0686 -2.1154
C -0.5526 -0.3653 -2.9465
C -3.7111 -2.5363 -0.2933
C -5.0852 -2.7852 -0.3270
C -5.5407 -4.0938 -0.4833
C -4.6248 -5.1412 -0.6075
C -3.2516 -4.8835 -0.5732
C -2.7886 -3.5770 -0.4144
H -3.8457 -1.1771 -2.8203
H -3.5694 -1.1963 -5.2417
H -1.3727 -0.6835 -6.2613
H 1.0381 -0.0496 -5.9469
H 2.8986 0.4979 -4.3840
H 2.4283 0.4659 -1.9291
H -5.7877 -1.9628 -0.2246
H -6.6078 -4.2920 -0.5060
H -4.9813 -6.1596 -0.7293
H -2.5391 -5.6969 -0.6699
H -1.7233 -3.3664 -0.3851
N 6.5919 0.6469 0.7896
C 5.2380 0.6293 0.7251
N 4.7488 1.7450 1.3226
N 4.6226 -0.3543 0.1674
C 3.2873 -0.3226 0.1375
N 2.1298 -0.2575 0.1194
H 6.9404 0.9276 1.6993
H 6.9890 -0.2466 0.5128
H 5.3123 2.5704 1.1479
H 3.7646 1.9386 1.1603
C 0.6034 2.0571 -0.7387
C 1.0269 3.3488 -1.2493
C 2.0523 4.0578 -0.6162
C 2.4230 5.3235 -1.0768
C 1.7711 5.8860 -2.1729
C 0.7498 5.1824 -2.8099
C 0.3772 3.9177 -2.3484
H -0.4424 1.7135 -0.8845
H 0.9625 1.6845 0.2443
H 2.5652 3.6373 0.2452
H 3.2168 5.8715 -0.5761
H 2.0571 6.8722 -2.5287
H 0.2395 5.6203 -3.6638
H -0.4263 3.3851 -2.8512
H -0.8157 -0.9089 1.4082
```

Computed properties:
**HOMO-LUMO gap (alpha / beta)**: 5.2 / 5.2 eV
**Net charge**: +1
**Energy**: -74004.8570 eV

---

This record from the OMol25 dataset describes C42H36BInN9O3P as an isolated structure. The level of theory is wB97M-V/def2-TZVPD.

XYZ file:
```
93
Properties=species:S:1:pos:R:3
In 0.9323 -1.5782 -0.0767
C 4.8206 -2.5169 1.9364
C 3.7500 -2.8627 1.1199
N 2.8293 -1.9043 1.1315
N 3.2911 -0.9230 1.9411
C 4.4843 -1.2726 2.4346
B 2.3688 0.2891 2.2035
N 1.0339 -0.2856 2.7580
C 0.6533 -0.5605 4.0142
C -0.5197 -1.2865 3.9824
C -0.7903 -1.4403 2.6278
N 0.1434 -0.8318 1.9006
N 2.1359 1.0163 0.8354
C 2.3440 2.3125 0.5860
C 2.1624 2.5511 -0.7640
C 1.8404 1.3106 -1.2894
N 1.8376 0.3895 -0.3304
N 2.9536 1.2913 3.1582
C 2.3440 2.1239 4.0416
C 3.2832 3.0077 4.5066
C 4.4619 2.6438 3.8329
N 4.2604 1.6269 3.0207
H 5.7126 -3.0799 2.1318
H 3.5976 -3.7506 0.5284
H 5.0136 -0.5993 3.0835
H 1.2497 -0.2409 4.8506
H -1.0882 -1.6485 4.8166
H -1.6009 -1.9595 2.1438
H 2.6555 2.9684 1.3794
H 2.2808 3.4791 -1.2893
H 1.6549 1.0257 -2.3141
H 1.2907 2.0644 4.2422
H 3.1370 3.7949 5.2213
H 5.4426 3.0786 3.9084
C -4.4108 3.0850 -1.4613
C -3.4917 3.8046 -0.5180
C -3.7132 5.1550 -0.2710
C -2.9073 5.8807 0.5923
C -1.8506 5.2634 1.2389
C -1.6153 3.9180 1.0015
C -2.4124 3.1781 0.1252
P -1.9431 1.4186 0.0148
C -3.5225 0.5354 0.2940
C -4.2230 -0.1692 -0.6860
C -5.3849 -0.8611 -0.3866
C -5.8741 -0.8408 0.9112
C -5.1986 -0.1270 1.8860
C -4.0255 0.5664 1.6017
C -3.3622 1.3684 2.6827
C -1.5406 1.1651 -1.7569
C -1.4373 2.2507 -2.6153
C -0.9203 2.1334 -3.8988
C -0.4855 0.8989 -4.3865
C -0.5828 -0.2021 -3.5780
C -1.0988 -0.1144 -2.2489
C -1.1373 -1.3087 -1.5045
H -4.9477 3.8020 -2.0795
H -5.1458 2.4846 -0.9240
H -3.8738 2.4057 -2.1216
H -4.5353 5.6488 -0.7715
H -3.1100 6.9302 0.7593
H -1.2219 5.8165 1.9219
H -0.8083 3.4140 1.5152
H -3.8719 -0.1538 -1.7082
H -5.9142 -1.3946 -1.1640
H -6.7822 -1.3698 1.1615
H -5.5863 -0.0987 2.8962
H -3.7175 1.0547 3.6625
H -3.5801 2.4325 2.5695
H -2.2725 1.2620 2.6647
H -1.7606 3.2256 -2.2757
H -0.8650 3.0112 -4.5268
H -0.0915 0.8163 -5.3887
H -0.2704 -1.1745 -3.9381
H -0.9623 -2.2322 -2.0484
H -1.7315 -1.3939 -0.6049
O 3.1817 -1.5536 -3.1419
C 2.7848 -2.6291 -2.8033
N 1.8843 -2.8441 -1.7111
C 1.5898 -4.1274 -1.6719
O 0.7826 -4.6788 -0.8404
C 2.3151 -4.9014 -2.6987
C 2.3300 -6.2450 -3.0094
C 3.1628 -6.6267 -4.0592
C 3.9292 -5.6951 -4.7555
C 3.8941 -4.3376 -4.4379
C 3.0721 -3.9712 -3.3947
H 1.7356 -6.9655 -2.4663
H 3.2213 -7.6688 -4.3374
H 4.5647 -6.0341 -5.5614
H 4.4825 -3.6090 -4.9753
O -0.7730 -4.1787 0.7857
C 0.0627 -3.6519 0.1691
```

Computed properties:
**HOMO-LUMO gap (alpha / beta)**: 7.3 / 5.7 eV
**Expectation value of S²**: 0.7828
**Net charge**: +1
**Energy**: -78828.3862 eV
**2S+1**: 2

---

This record from the OMol25 dataset describes C42H36Br2CdIN5O3P as an isolated structure. The level of theory is wB97M-V/def2-TZVPD.

XYZ file:
```
91
Properties=species:S:1:pos:R:3
Cd 0.7721 -0.2669 -0.0981
O 1.1958 -4.4914 -0.8084
C 1.0518 -3.2697 -0.8669
N 1.4238 -2.3693 0.0377
C 1.9661 -2.8859 1.2617
C 1.6909 -1.9756 2.4383
C 1.9050 -2.4438 3.7337
C 1.6193 -1.6292 4.8096
C 1.1221 -0.3513 4.5741
C 0.9530 0.0476 3.2662
N 1.2361 -0.7401 2.2195
C 0.3476 -2.6867 -2.0852
C -0.0728 -3.5509 -3.0854
C -0.7390 -3.0335 -4.1820
C -0.9641 -1.6665 -4.2509
C -0.5079 -0.8725 -3.2147
N 0.1325 -1.3684 -2.1547
H 1.5574 -3.8783 1.4841
H 3.0551 -3.0329 1.2028
H 2.2794 -3.4492 3.8764
H 1.7681 -1.9849 5.8208
H 0.8603 0.3167 5.3831
H 0.5739 1.0332 3.0327
H 0.1334 -4.6046 -2.9665
H -1.0789 -3.6865 -4.9754
H -1.4780 -1.2179 -5.0896
H -0.6593 0.2005 -3.2283
Br 4.7528 0.6909 1.9965
C 3.9136 1.7717 3.3471
Br 2.7046 3.0773 2.6029
H 4.6872 2.3085 3.8795
H 3.3480 1.1171 3.9969
I -0.3037 2.8726 -0.5520
C -1.8064 2.2893 -1.8999
C -1.6907 2.8636 -3.1367
C -2.7572 2.8176 -4.0555
C -3.9515 2.2980 -3.6596
C -4.0999 1.7105 -2.3798
C -5.3807 1.2774 -1.9539
C -5.5610 0.7354 -0.7183
C -4.4320 0.4649 0.0769
C -3.1626 0.8157 -0.3125
P -1.8374 -0.1310 0.5241
C -2.2637 -1.8550 0.1172
C -3.0652 -2.1883 -0.9727
C -3.2203 -3.5166 -1.3454
C -2.5790 -4.5225 -0.6394
C -1.7662 -4.1996 0.4381
C -1.5998 -2.8743 0.8049
C -2.2321 0.1181 2.2886
C -2.5812 -0.9056 3.1620
C -2.8070 -0.6310 4.5059
C -2.6945 0.6640 4.9851
C -2.3677 1.6957 4.1127
C -2.1370 1.4246 2.7750
C -2.9830 1.5870 -1.5057
H -0.7907 3.4033 -3.3991
H -2.6385 3.2617 -5.0342
H -4.8158 2.3384 -4.3105
H -6.2178 1.4134 -2.6274
H -6.5444 0.4455 -0.3750
H -4.5643 -0.1071 0.9883
H -3.5662 -1.4192 -1.5458
H -3.8434 -3.7616 -2.1959
H -2.6979 -5.5562 -0.9357
H -1.2373 -4.9768 0.9725
H -0.9327 -2.6321 1.6242
H -2.6931 -1.9197 2.8044
H -3.0820 -1.4360 5.1748
H -2.8760 0.8742 6.0309
H -2.2985 2.7135 4.4745
H -1.8904 2.2369 2.1012
O 2.5263 4.6973 -0.2901
C 3.9430 4.6418 -0.3520
N 4.4638 4.5620 -1.6856
C 4.7914 3.4404 -2.3966
O 5.4116 3.5136 -3.4357
C 4.3954 2.0881 -1.8707
C 5.2778 1.0382 -2.0975
C 4.9022 -0.2405 -1.7347
C 3.6430 -0.4360 -1.1950
N 2.7807 0.5662 -0.9872
C 3.1615 1.8067 -1.3070
H 2.2248 5.5140 -0.7034
H 4.2256 3.7568 0.2126
H 4.3775 5.5174 0.1329
H 4.7738 5.4102 -2.1366
H 6.2295 1.2413 -2.5705
H 5.5576 -1.0860 -1.8881
H 3.2900 -1.4238 -0.9233
H 2.4431 2.5956 -1.1356
```

Computed properties:
**HOMO-LUMO gap**: 8.2 eV
**Net charge**: +1
**Energy**: -219767.9323 eV

---

Q: Among the records above, which one has the lowest energy?
A: C42H36Br2CdIN5O3P